Record 1
A 4-piece molecular cluster, C27H62BNO7 overall. Source: the Open Molecules 2025 dataset; level of theory: the ωB97M-V functional and the def2-TZVPD basis.

Last column: Löwdin charge in e.
Positions of all 98 atoms, in Å:
1 C -1.56 -0.94 -0.73  -0.123
2 C -0.39 -0.86 -1.82  -0.248
3 C 0.66 -2.10 -1.74  -0.202
4 C 2.07 -1.53 -2.27  -0.223
5 C 3.33 -2.39 -1.70  -0.200
6 C 3.88 -1.55 -0.42  -0.222
7 C 4.77 -2.46 0.56  -0.210
8 C 5.95 -1.69 1.32  -0.208
9 C 5.67 -0.13 1.60  -0.216
10 C 4.34 0.10 2.45  -0.192
11 C 4.30 1.47 3.29  -0.224
12 C 5.28 2.62 2.77  -0.162
13 B 4.77 3.29 1.37  -0.210
14 N 5.61 4.10 0.45  -0.032
15 C 6.85 3.35 -0.01  -0.078
16 C 4.78 4.24 -0.79  -0.436
17 C 3.99 5.61 -0.97  -0.009
18 O 4.68 3.33 -1.65  0.030
19 H -2.54 -0.67 -1.26  0.072
20 H -1.39 -0.16 0.09  0.064
21 H -1.67 -1.98 -0.26  0.073
22 H 0.13 0.15 -1.71  0.098
23 H -0.90 -0.84 -2.85  0.095
24 H 0.71 -2.55 -0.70  0.106
25 H 0.30 -2.86 -2.51  0.108
26 H 2.08 -1.42 -3.40  0.110
27 H 2.18 -0.48 -1.83  0.093
28 H 3.03 -3.46 -1.42  0.110
29 H 4.13 -2.35 -2.51  0.105
30 H 2.94 -1.26 0.17  0.098
31 H 4.44 -0.66 -0.86  0.114
32 H 5.23 -3.31 -0.08  0.107
33 H 4.04 -3.00 1.26  0.115
34 H 6.12 -2.19 2.33  0.106
35 H 6.94 -1.82 0.73  0.112
36 H 5.58 0.45 0.61  0.092
37 H 6.63 0.27 2.10  0.113
38 H 4.27 -0.76 3.22  0.118
39 H 3.42 0.06 1.79  0.096
40 H 3.23 1.87 3.20  0.104
41 H 4.46 1.25 4.40  0.106
42 H 5.22 3.47 3.55  0.118
43 H 6.39 2.32 2.74  0.093
44 H 3.61 3.15 1.10  0.099
45 H 7.21 3.87 -0.97  0.107
46 H 6.62 2.25 -0.23  0.087
47 H 7.71 3.43 0.73  0.099
48 H 2.99 5.39 -1.48  0.094
49 H 3.76 6.00 0.08  0.085
50 H 4.63 6.37 -1.52  0.094
51 C -2.56 0.76 5.83  -0.109
52 O -2.21 -0.61 5.96  -0.191
53 C -3.01 -1.45 5.13  -0.195
54 C -2.27 -1.86 3.87  -0.195
55 O -2.05 -0.74 3.01  -0.223
56 C -0.71 -0.26 3.11  -0.108
57 H -1.77 1.36 6.28  0.090
58 H -2.67 1.06 4.79  0.083
59 H -3.50 0.95 6.37  0.088
60 H -3.97 -0.97 4.89  0.124
61 H -3.23 -2.35 5.72  0.125
62 H -2.90 -2.57 3.31  0.110
63 H -1.33 -2.37 4.11  0.128
64 H -0.04 -0.93 2.58  0.086
65 H -0.39 -0.15 4.15  0.085
66 H -0.68 0.73 2.63  0.089
67 C -3.95 1.21 -4.44  -0.109
68 O -2.63 0.71 -4.67  -0.205
69 C -2.56 -0.08 -5.85  -0.200
70 C -1.95 0.70 -7.01  -0.200
71 O -2.81 1.76 -7.42  -0.194
72 C -2.39 3.03 -6.92  -0.111
73 H -3.89 1.99 -3.68  0.089
74 H -4.38 1.64 -5.34  0.083
75 H -4.59 0.41 -4.07  0.087
76 H -3.54 -0.48 -6.11  0.126
77 H -1.90 -0.93 -5.62  0.120
78 H -1.84 0.03 -7.86  0.123
79 H -0.96 1.08 -6.75  0.126
80 H -1.52 3.37 -7.49  0.087
81 H -2.14 2.98 -5.86  0.083
82 H -3.21 3.73 -7.06  0.088
83 C -8.34 -1.91 0.87  -0.112
84 O -7.68 -2.80 1.76  -0.193
85 C -6.79 -3.68 1.08  -0.198
86 C -5.34 -3.22 1.20  -0.201
87 O -5.13 -1.99 0.51  -0.196
88 C -5.10 -0.87 1.40  -0.095
89 H -8.81 -1.12 1.47  0.089
90 H -7.66 -1.45 0.16  0.083
91 H -9.13 -2.45 0.33  0.087
92 H -7.08 -3.79 0.03  0.125
93 H -6.89 -4.66 1.55  0.123
94 H -4.69 -3.96 0.73  0.125
95 H -5.05 -3.13 2.25  0.114
96 H -4.15 -0.85 1.93  0.066
97 H -5.93 -0.89 2.11  0.085
98 H -5.18 0.04 0.80  0.092

The SMILES is CCCCCCCCCCCCBN(C)C(C)=O.COCCOC.COCCOC.COCCOC. The value obtained for the gap between HOMO and LUMO is 9.72 eV. Its spin multiplicity is 1.


Record 2
C27H63BaN4O17Sr as an isolated structure. Source: the Open Molecules 2025 dataset; level of theory: the ωB97M-V functional and the def2-TZVPD basis.

Last column: Löwdin charge in e.
Positions of all 113 atoms, in Å:
1 Sr -0.75 -0.86 1.45  1.606
2 Ba -2.05 -0.87 -3.12  1.978
3 O -3.26 -4.20 -0.14  0.176
4 C -2.77 -3.11 0.26  -1.021
5 O -2.79 -2.72 1.39  -0.012
6 O -2.17 -2.41 -0.52  -0.152
7 H -3.50 -4.60 0.70  0.136
8 O -3.40 2.42 2.52  0.109
9 C -2.82 1.25 2.19  -0.881
10 O -2.63 0.91 1.06  -0.056
11 O -2.35 0.57 3.12  -0.073
12 H -3.51 2.40 3.47  0.119
13 O 2.21 0.90 -1.27  0.116
14 C 1.19 0.11 -1.61  -0.871
15 O 1.14 -0.44 -2.74  -0.110
16 O 0.23 0.07 -0.85  -0.118
17 H 2.80 0.86 -2.03  0.116
18 C -0.92 1.73 -5.52  -0.089
19 O -1.29 1.53 -4.15  -0.375
20 C -1.83 2.68 -3.50  -0.174
21 C -2.26 2.45 -1.99  -0.217
22 N -3.07 1.33 -1.80  -0.163
23 C -4.35 1.59 -2.50  -0.173
24 C -5.41 0.49 -2.27  -0.246
25 O -4.71 -0.67 -2.49  -0.376
26 C -5.54 -1.81 -2.14  -0.041
27 H -0.42 0.85 -5.91  0.093
28 H -0.02 2.33 -5.66  0.096
29 H -1.66 2.24 -6.14  0.102
30 H -2.61 3.20 -4.07  0.121
31 H -1.08 3.47 -3.44  0.128
32 H -2.73 3.36 -1.62  0.111
33 H -1.45 2.56 -1.26  0.129
34 H -3.12 1.28 -0.80  0.083
35 H -4.30 1.60 -3.59  0.117
36 H -4.82 2.53 -2.24  0.134
37 H -6.29 0.55 -2.91  0.135
38 H -5.81 0.58 -1.26  0.137
39 H -5.58 -1.81 -1.05  0.110
40 H -5.19 -2.77 -2.53  0.092
41 H -6.54 -1.83 -2.58  0.097
42 C 4.79 5.08 1.01  -0.125
43 O 3.65 4.87 0.23  -0.206
44 C 2.44 4.85 0.95  -0.231
45 C 1.30 4.59 0.00  -0.181
46 N 0.11 5.34 0.45  -0.053
47 C -0.71 4.82 1.52  -0.173
48 C -2.17 5.37 1.36  -0.191
49 O -2.72 5.31 0.06  -0.233
50 C -4.07 5.80 -0.11  -0.084
51 H 4.70 6.08 1.43  0.082
52 H 5.66 5.19 0.37  0.090
53 H 4.95 4.40 1.84  0.086
54 H 2.43 5.90 1.23  0.126
55 H 2.54 4.19 1.81  0.118
56 H 1.25 3.50 -0.11  0.109
57 H 1.53 5.04 -0.96  0.126
58 H -0.51 5.50 -0.33  0.087
59 H -0.30 5.09 2.49  0.114
60 H -0.68 3.74 1.67  0.091
61 H -2.31 6.41 1.68  0.121
62 H -2.88 4.74 1.89  0.098
63 H -4.31 6.74 0.39  0.086
64 H -4.84 5.09 0.20  0.082
65 H -4.25 6.00 -1.16  0.081
66 C -1.24 -1.92 5.19  -0.039
67 O -0.43 -1.95 3.98  -0.309
68 C -0.06 -3.28 3.52  -0.199
69 C 1.22 -3.36 2.68  -0.138
70 N 1.30 -2.32 1.59  -0.124
71 C 2.35 -1.35 1.85  -0.230
72 C 2.01 -0.50 3.01  -0.210
73 O 0.98 0.40 2.62  -0.334
74 C 0.73 1.48 3.50  -0.071
75 H -0.70 -2.49 5.95  0.089
76 H -2.24 -2.30 4.99  0.099
77 H -1.27 -0.89 5.53  0.087
78 H -1.02 -3.56 3.09  0.109
79 H -0.10 -3.94 4.38  0.122
80 H 1.16 -4.43 2.48  0.113
81 H 2.02 -3.34 3.42  0.125
82 H 1.58 -2.75 0.71  0.050
83 H 2.49 -0.72 0.97  0.117
84 H 3.35 -1.75 2.01  0.133
85 H 2.85 0.19 3.07  0.137
86 H 1.82 -1.05 3.93  0.132
87 H 0.40 1.06 4.45  0.097
88 H -0.14 2.08 3.25  0.078
89 H 1.58 2.15 3.65  0.096
90 C 2.02 -6.63 0.23  -0.095
91 O 1.14 -5.49 0.40  -0.191
92 C 0.83 -4.69 -0.81  -0.149
93 C 2.02 -3.93 -1.43  -0.189
94 N 2.96 -3.20 -0.55  -0.053
95 C 3.84 -2.31 -1.34  -0.174
96 C 4.87 -3.18 -2.05  -0.201
97 O 5.26 -4.41 -1.38  -0.216
98 C 5.99 -5.37 -2.21  -0.076
99 H 3.07 -6.33 0.17  0.068
100 H 1.95 -7.16 -0.71  0.087
101 H 2.18 -7.35 1.03  0.089
102 H 0.19 -3.81 -0.71  0.097
103 H 0.33 -5.29 -1.57  0.123
104 H 1.73 -3.22 -2.21  0.118
105 H 2.54 -4.70 -1.99  0.102
106 H 3.54 -3.81 0.00  0.112
107 H 4.29 -1.75 -0.53  0.110
108 H 3.46 -1.55 -2.03  0.109
109 H 5.73 -2.51 -2.17  0.120
110 H 4.50 -3.43 -3.04  0.116
111 H 6.83 -4.83 -2.63  0.080
112 H 5.36 -5.76 -3.01  0.087
113 H 6.55 -6.11 -1.64  0.087

The value obtained for the gap between HOMO and LUMO is 7.40 eV. Its total charge is +1. Its spin multiplicity is 1.